#i
Density functional theory data (wB97M-V/def2-TZVPD) for 2 unconnected molecules or ions with the total composition C2H8O.

Geometry as XYZ:
```
11
Properties=species:S:1:pos:R:3:mulliken_charge:R:1
O 0.9836 -0.6525 4.7252 -0.635
C -0.7350 0.1837 1.3170 -0.656
C 0.0000 0.0000 0.0000 -0.808
H 0.7236 -0.8242 0.1169 0.254
H -1.4486 -0.6386 1.4935 0.253
H -1.2657 1.1427 1.4405 0.276
H 0.0647 0.1242 2.0745 0.155
H -0.6516 -0.2234 -0.8615 0.273
H 0.5560 0.9290 -0.2110 0.252
H 1.6351 -1.0283 5.3597 0.319
H 0.1427 -0.6020 5.2338 0.318
```

## Properties
Spin multiplicity   1
Charge   0
HOMO   -11.54 eV
SMILES string   CC.O
Kohn-Sham gap   0.45625 Eh


#ii
Density functional theory data (wB97M-V/def2-TZVPD) for 2 unconnected molecules or ions with the total composition C2H8O.

Geometry as XYZ:
```
11
Properties=species:S:1:pos:R:3:mulliken_charge:R:1
O -3.2355 1.1070 3.3831 -0.648
C 1.5728 -1.0355 -0.8651 -0.776
C 0.7557 0.0626 -1.3920 -0.744
H 0.9429 -1.9282 -0.7135 0.257
H 1.4461 0.9207 -1.4524 0.244
H 2.1039 -0.8157 0.0763 0.272
H -2.3366 1.3533 3.0677 0.323
H 2.3190 -1.2598 -1.6458 0.246
H -3.8398 1.4010 2.6644 0.325
H -0.0800 0.3299 -0.7237 0.238
H 0.3515 -0.1353 -2.3990 0.263
```

## Properties
Spin multiplicity   1
Charge   0
HOMO   -11.58 eV
SMILES string   CC.O
Kohn-Sham gap   0.45299 Eh


Which of them is the most stable, and which is the least stable? #i and #ii, in that order.


#i
Density functional theory data (wB97M-V/def2-TZVPD) for a single C2H5NO molecule.

Geometry as XYZ:
```
9
Properties=species:S:1:pos:R:3:mulliken_charge:R:1
O 2.2216 0.0138 0.1947 -0.458
N -1.3237 0.6815 -0.1576 -0.564
C 1.0959 -0.3534 0.4753 0.118
C -0.0400 -0.0777 -0.5745 -0.452
H 0.6444 0.0236 -1.4018 0.318
H 0.7720 -0.9775 1.3151 0.320
H -1.6932 0.2729 0.6874 0.239
H -0.4810 -1.1726 -0.7928 0.225
H -1.1960 1.5893 0.2542 0.254
```

## Properties
Spin multiplicity   1
Charge   0
HOMO   -9.52 eV
SMILES string   NCC=O
Kohn-Sham gap   0.37189 Eh


#ii
Density functional theory data (wB97M-V/def2-TZVPD) for a molecular structure, C2H5NO.

Geometry as XYZ:
```
9
Properties=species:S:1:pos:R:3:mulliken_charge:R:1
O -1.2260 -0.5763 0.0032 -0.371
N -0.7221 0.7124 0.0313 -0.409
C 1.3576 -0.5759 0.0046 -0.657
C 0.5630 0.7504 -0.0223 -0.054
H 1.0191 1.7048 -0.1062 0.412
H 2.3978 -0.4438 -0.9833 0.237
H 1.7814 -0.5693 1.3662 0.211
H -2.2140 -0.4657 -0.1582 0.352
H 0.3547 -1.6490 -0.2570 0.278
```

## Properties
Spin multiplicity   1
Charge   0
HOMO   -9.75 eV
Kohn-Sham gap   0.38256 Eh


Which of them is the most stable, and which is the least stable? #i and #ii, in that order.


#i
Density functional theory data (wB97M-V/def2-TZVPD) for a single C3H6O molecule.

Geometry as XYZ:
```
10
Properties=species:S:1:pos:R:3:mulliken_charge:R:1
O -0.7011 -0.0483 0.0616 -0.350
C 0.4478 0.6484 -0.1378 0.145
C 0.5134 1.4554 -1.2504 -0.694
C -0.6766 -1.3263 0.8358 -0.550
H 1.4924 2.0313 -1.3862 0.218
H -1.4133 -1.9896 0.3260 0.207
H 1.3573 0.4147 0.5606 0.248
H 0.3782 -1.7838 0.9155 0.290
H -0.9748 -0.9734 1.9182 0.234
H -0.4234 1.5715 -1.8432 0.251
```

## Properties
Spin multiplicity   1
Charge   0
HOMO   -8.58 eV
SMILES string   C=COC
Kohn-Sham gap   0.35495 Eh


#ii
Density functional theory data (wB97M-V/def2-TZVPD) for a single C3H6O molecule.

Geometry as XYZ:
```
10
Properties=species:S:1:pos:R:3:mulliken_charge:R:1
O -1.6787 -0.8815 0.0634 -0.481
C 0.1200 0.6941 0.0706 -0.278
C -1.3614 0.3165 -0.0607 0.071
C 0.9089 -0.6458 -0.0138 -0.931
H 2.0166 -0.5276 -0.1930 0.329
H 0.8957 -1.3452 0.8513 0.269
H 0.5101 -1.2655 -0.9844 0.222
H -2.1482 1.1508 -0.1784 0.304
H 0.2460 1.0268 1.1041 0.203
H 0.4909 1.4774 -0.6591 0.291
```

## Properties
Spin multiplicity   1
Charge   0
HOMO   -10.00 eV
SMILES string   CCC=O
Kohn-Sham gap   0.40387 Eh


#iii
Density functional theory data (wB97M-V/def2-TZVPD) for a single C3H6O molecule.

Geometry as XYZ:
```
10
Properties=species:S:1:pos:R:3:mulliken_charge:R:1
O 1.6349 -0.0128 0.2019 -0.508
C 0.4315 -0.0528 -0.4923 0.198
C -0.6938 0.6788 0.1939 -0.651
C -0.6380 -0.8389 0.2004 -0.690
H -1.2556 -1.3513 -0.4564 0.262
H -1.4497 1.2801 -0.0951 0.374
H -0.3287 -1.3908 1.0310 0.263
H -0.2974 0.8869 1.1549 0.229
H 0.4247 0.0291 -1.7630 0.214
H 2.1721 0.7717 0.0247 0.307
```

## Properties
Spin multiplicity   1
Charge   0
HOMO   -9.74 eV
SMILES string   OC1CC1
Kohn-Sham gap   0.39637 Eh


#iv
Density functional theory data (wB97M-V/def2-TZVPD) for a single C3H6O molecule.

Geometry as XYZ:
```
10
Properties=species:S:1:pos:R:3:mulliken_charge:R:1
O 1.8816 -0.5763 -0.3284 -0.494
C -0.4742 -0.0314 -0.3766 -0.376
C -0.2653 0.5861 1.0464 -0.813
C 0.7849 -0.7184 -0.9282 0.068
H 0.7136 -1.3682 -1.8600 0.312
H -0.9604 0.6067 -1.2302 0.281
H -1.2720 -0.8309 -0.4833 0.269
H -0.1776 -0.1922 1.8840 0.251
H 0.8511 1.1175 1.0227 0.230
H -1.0817 1.4070 1.2536 0.272
```

## Properties
Spin multiplicity   1
Charge   0
HOMO   -9.96 eV
SMILES string   CCC=O
Kohn-Sham gap   0.40283 Eh


Which of them is the most stable, and which is the least stable? #ii and #iii, in that order.


#i
Density functional theory data (wB97M-V/def2-TZVPD) for a single C3H6O molecule.

Geometry as XYZ:
```
10
Properties=species:S:1:pos:R:3:mulliken_charge:R:1
O 1.1780 -0.6207 0.7208 -0.445
C -0.8329 -0.0210 -0.4164 -0.386
C 0.0888 -0.9108 0.3793 0.021
C -0.2650 1.2964 -0.5730 -0.918
H -1.7804 0.0833 0.1057 0.275
H -0.3227 -1.8602 0.6904 0.377
H -0.9581 -0.4905 -1.3387 0.298
H -0.7959 1.9255 -1.3381 0.306
H -0.4469 1.9215 0.3911 0.227
H 0.9350 1.1979 -0.6156 0.243
```

## Properties
Spin multiplicity   1
Charge   0
HOMO   -9.90 eV
SMILES string   CCC=O
Kohn-Sham gap   0.40231 Eh


#ii
Density functional theory data (wB97M-V/def2-TZVPD) for a molecular structure, C3H6O.

Geometry as XYZ:
```
10
Properties=species:S:1:pos:R:3:mulliken_charge:R:1
O 0.1217 -1.0808 -0.0791 -0.393
C -0.0731 1.0567 -0.0609 -0.433
C -1.0377 -0.1579 0.0586 -0.309
C 0.9989 0.0342 0.0516 -0.255
H -0.1436 1.8252 0.6875 0.287
H -1.7668 -0.2276 -0.7317 0.261
H 1.4617 0.0906 1.0961 0.172
H 1.8413 0.0081 -0.6569 0.269
H -0.1232 1.4950 -1.0849 0.176
H -1.5720 -0.1428 1.0272 0.224
```

## Properties
Spin multiplicity   1
Charge   0
HOMO   -9.64 eV
Kohn-Sham gap   0.39754 Eh


#iii
Density functional theory data (wB97M-V/def2-TZVPD) for 2 unconnected molecules or ions with the total composition C3H6O.

Geometry as XYZ:
```
10
Properties=species:S:1:pos:R:3:mulliken_charge:R:1
O 2.8369 -1.1760 -1.0277 -0.377
C -0.9218 1.3659 -0.2050 -0.444
C 2.2403 -1.5373 -0.0681 0.007
C -1.9843 0.7216 0.2967 -0.456
H -0.0287 0.9827 0.2720 0.181
H -2.9413 1.2082 0.4721 0.234
H -1.9428 -0.3630 0.3380 0.226
H -0.9542 2.2069 -0.8920 0.261
H 1.1279 -1.5928 -0.1457 0.136
H 2.5679 -1.8162 0.9597 0.232
```

## Properties
Spin multiplicity   1
Charge   0
HOMO   -9.30 eV
SMILES string   C=C.C=O
Kohn-Sham gap   0.37340 Eh


Which of them is the most stable, and which is the least stable? #i and #iii, in that order.